1.
Below is C39H53MgN5P2 as an isolated structure at a distorted geometry, with properties calculated with ωB97M-V/def2-TZVPD.

Results
highest occupied orbital energy (spin up / spin down) = -7.57 / -4.96 eV
electronic energy = -2674.153232 a.u.
molar mass = 678.141 g mol⁻¹

ORCA input file:
```
! RIJCOSX wB97M-V def2-TZVPD def2/J DEFGRID3
* xyz 0 1
Mg 0.5715 1.4250 -0.4220
C -1.5315 1.5697 -3.8871
C -1.2273 0.2791 -3.8825
C -0.3648 -0.4509 -4.8489
C 0.9682 0.2895 -5.2027
C 1.5624 1.0789 -4.0646
C 1.2891 2.3271 -3.6907
C 0.3134 3.2622 -4.3039
C -0.9995 2.6219 -4.8005
C 1.3614 1.8455 1.6257
H -2.4151 1.8443 -3.3233
H -1.9294 -0.3588 -3.3562
H -0.9316 -0.6047 -5.7803
H -0.1591 -1.4498 -4.4478
H 1.6780 -0.4869 -5.5518
H 0.7881 0.9705 -6.0474
H 2.4480 0.5963 -3.6209
H 2.0332 2.8600 -3.0927
H 0.8045 3.8015 -5.1306
H 0.0726 4.0400 -3.5688
H -1.7442 3.4321 -4.9078
H -0.8433 2.1953 -5.8081
H 0.6428 2.3013 2.3220
H 2.2408 2.4924 1.5629
H 1.6994 0.8959 2.0509
P 2.1102 -0.5957 -0.8731
P -1.5083 -0.7938 -0.4267
N 3.3999 0.6002 -1.5161
N 3.4036 -1.6996 -0.4724
N -2.2301 0.8101 -1.1776
N -3.1181 -1.5823 -0.3605
C 0.9340 -1.4102 -2.0821
C -0.5368 -1.7828 -1.6920
C 3.2257 1.9518 -1.1938
C 4.2029 2.7106 -1.8089
C 5.0418 1.8108 -2.5360
C 4.5286 0.5248 -2.3371
C 4.1144 -1.4765 0.7325
C 4.8941 -2.5845 1.0230
C 4.6067 -3.5745 0.0173
C 3.6626 -3.0194 -0.8395
C -1.7300 2.1395 -1.1041
C -2.7623 3.0283 -1.3633
C -3.9307 2.2684 -1.6509
C -3.5746 0.9280 -1.5486
C -3.8454 -2.3220 -1.3039
C -4.7875 -3.1150 -0.6639
C -4.7194 -2.7997 0.7312
C -3.7288 -1.8405 0.8883
H 1.3593 -2.3621 -2.4317
H 0.8898 -0.7548 -2.9569
H -1.1500 -1.8376 -2.5993
H -0.5252 -2.8131 -1.2891
H 2.4978 2.2527 -0.4464
H 4.2322 3.7965 -1.7900
H 5.8637 2.1060 -3.1743
H 4.8492 -0.4230 -2.7312
H 4.0597 -0.5248 1.2176
H 5.5834 -2.6747 1.8541
H 5.0475 -4.5566 -0.0632
H 3.2085 -3.4016 -1.7272
H -0.6830 2.4808 -1.0027
H -2.6572 4.1103 -1.3904
H -4.9016 2.6574 -1.9282
H -4.1917 0.0601 -1.6719
H -3.6837 -2.1556 -2.3500
H -5.4377 -3.8522 -1.1165
H -5.3158 -3.2521 1.5136
H -3.4013 -1.2958 1.7552
C -0.7164 0.1022 7.3608
C -0.9430 0.5743 5.9460
C -1.6899 1.7072 5.6191
C -1.9863 2.0419 4.2941
C -2.7292 3.3210 4.0759
C -1.5798 1.2041 3.2588
C -0.7153 0.0817 3.5132
C -0.4041 -0.1648 4.9016
N -0.1980 -0.6517 2.5010
C 0.2623 -2.0443 2.7056
C 1.6428 -2.1263 3.3731
C -0.8361 -2.8380 3.4399
C 0.4649 -2.8072 1.4004
H -0.0664 0.7774 7.9316
H -1.6647 0.0195 7.9049
H -0.2451 -0.8878 7.3385
H -2.0282 2.3505 6.4357
H -3.6671 3.3127 4.6398
H -2.1642 4.1821 4.4505
H -2.9361 3.4849 3.0213
H -1.8948 1.3819 2.2254
H 0.2438 -1.0068 5.1525
H 1.6588 -1.6744 4.3659
H 1.9921 -3.1732 3.4480
H 2.3603 -1.5537 2.7712
H -1.7540 -2.7494 2.8379
H -0.5658 -3.9033 3.5347
H -1.0551 -2.4133 4.4269
H -0.4655 -2.9392 0.8509
H 1.1779 -2.3141 0.7407
H 0.8780 -3.8077 1.5982
*
```

2.
Below is C37H25BrF5MoN10OS as an isolated structure at a distorted geometry, with properties calculated with ωB97M-V/def2-TZVPD.

Results
highest occupied orbital energy (spin up / spin down) = -14.80 / -14.80 eV
electronic energy = -5586.407478 a.u.
molar mass = 928.577 g mol⁻¹

ORCA input file:
```
! RIJCOSX wB97M-V def2-TZVPD def2/J DEFGRID3
* xyz 3 1
Mo 0.5367 0.3196 2.0993
C -3.1918 -3.1112 -0.6161
N -2.4845 -2.1444 0.2260
C -1.3790 -1.3628 0.0887
N -1.2908 -0.5971 1.1748
C -2.4580 -0.8647 1.8812
N -3.1775 -1.8365 1.3782
C -2.3011 -3.6661 -1.6911
C -1.8135 -4.9456 -1.6616
C -1.2065 -5.4949 -2.7857
C -1.1110 -4.7588 -3.9801
C -1.4785 -3.3816 -3.9703
C -2.1276 -2.8969 -2.8520
C -1.1082 -2.3332 -4.9240
N -0.7254 -2.4337 -6.1595
N -0.4087 -1.0816 -6.6035
C -0.6821 -0.3278 -5.5861
O -1.1355 -1.0034 -4.4794
C -0.5414 1.1356 -5.4308
C -0.2831 2.0228 -6.4587
C -0.4004 3.3980 -6.1976
C -0.7350 3.8451 -4.9332
C -0.8748 2.9404 -3.8592
C -1.2119 3.5037 -2.4898
N -0.3892 2.9919 -1.3455
C -0.1231 1.7892 -0.8533
N 0.2176 1.8728 0.4866
C 0.3002 3.2344 0.6490
N -0.0887 3.9402 -0.3540
C -0.8247 1.5846 -4.1295
H -4.0308 -2.5975 -1.0447
H -3.5602 -3.8505 0.0524
H -0.5839 -1.4972 -0.6380
H -2.6974 -0.2663 2.7451
H -1.9000 -5.6064 -0.7821
H -0.9181 -6.5415 -2.6969
H -0.7364 -5.1860 -4.8615
H -2.7109 -1.9680 -2.8653
H -0.0992 1.6603 -7.4475
H -0.2574 4.1268 -6.9913
H -0.9022 4.8791 -4.7390
H -2.2783 3.3118 -2.2735
H -1.0284 4.5619 -2.5369
H -0.2029 0.8527 -1.4095
H 0.6605 3.6865 1.5668
H -1.1082 0.8246 -3.4012
F 6.7662 2.6658 -1.5010
C 5.7861 2.1831 -0.7153
C 5.7547 2.4327 0.6706
F 6.6777 3.1892 1.2580
C 4.7525 1.8369 1.4776
F 4.8203 2.0493 2.8215
C 3.7302 1.0296 0.9539
S 2.8580 -0.0656 1.9997
C 3.7296 0.9035 -0.4155
F 2.6509 0.3821 -1.0735
C 4.7573 1.3740 -1.2707
F 4.6520 0.9793 -2.5239
Br 2.0733 1.1796 5.0244
C 0.4764 2.0673 4.6382
C -0.0433 2.8637 5.6162
C -1.2536 3.6013 5.3799
C -1.8730 3.4348 4.1595
C -1.3514 2.5525 3.2293
N -0.1650 1.8984 3.4171
H 0.4796 3.0034 6.5671
H -1.6599 4.3032 6.1365
H -2.7303 4.0094 3.8560
H -1.9387 2.3240 2.3283
N 0.3538 -1.0087 3.1788
C 0.5257 -2.0191 4.0956
C 1.2860 -3.1299 3.7147
C 1.1795 -4.2455 4.5523
C 0.3774 -4.2126 5.6965
C -0.1628 -3.0422 6.0995
C -0.0762 -1.8820 5.3411
H 1.7180 -3.1497 2.7664
H 1.7358 -5.1110 4.2861
H 0.2703 -5.1412 6.2915
H -0.7803 -3.0462 7.0033
H -0.5257 -0.9374 5.6405
*
```

3.
Below is C17H43AlO4Si4 as an isolated structure at a distorted geometry, with properties calculated with ωB97M-V/def2-TZVPD.

Results
highest occupied orbital energy = -14.08 eV
electronic energy = -2374.493921 a.u.
molar mass = 450.853 g mol⁻¹

ORCA input file:
```
! RIJCOSX wB97M-V def2-TZVPD def2/J DEFGRID3
* xyz 2 1
Al 0.0316 -0.3834 0.1741
C 2.4187 1.3217 -0.4453
C 1.3357 2.3754 -0.5935
O 0.1086 1.6377 -0.5972
C -1.0755 2.4324 -0.7182
C -2.2299 1.4468 -0.6353
O -1.8915 0.4113 0.2999
C -2.3591 0.4957 1.6568
C -1.2705 1.0943 2.5448
O -0.0319 0.6342 1.9933
C 1.1623 1.0786 2.6455
C 2.3139 0.4388 1.8735
O 1.9650 0.3218 0.4817
H 3.3680 1.7456 -0.1251
H 2.5637 0.8057 -1.3945
H 1.4547 2.9261 -1.5272
H 1.3310 3.0828 0.2405
H -1.0876 2.9568 -1.6743
H -1.1020 3.1668 0.0917
H -2.3720 0.9500 -1.5949
H -3.1582 1.9388 -0.3523
H -2.5581 -0.5315 1.9585
H -3.2813 1.0703 1.7111
H -1.3858 0.7415 3.5708
H -1.2834 2.1874 2.5470
H 1.1766 0.7457 3.6845
H 1.1994 2.1710 2.6277
H 2.4787 -0.5801 2.2226
H 3.2326 1.0099 1.9908
C -2.1439 -5.4476 0.5335
Si -2.1500 -3.5975 0.8712
C -2.2574 -3.3475 2.7419
C -3.5519 -2.7302 -0.0549
Si -0.0640 -2.8074 0.0392
Si 1.7929 -3.5350 1.3377
C 1.5728 -2.9891 3.1425
C 3.3874 -2.8127 0.6131
C 1.8248 -5.4120 1.2701
Si 0.2366 -3.1275 -2.3029
C 0.3333 -4.9452 -2.7599
C -1.2294 -2.2853 -3.1440
C 1.8325 -2.2165 -2.7516
H -3.1226 -5.8804 0.7523
H -1.4139 -5.9577 1.1642
H -1.9077 -5.6769 -0.5069
H -3.0799 -3.9394 3.1495
H -2.4264 -2.3139 3.0510
H -1.3407 -3.6899 3.2256
H -4.4641 -2.6846 0.5437
H -3.7915 -3.2853 -0.9641
H -3.2890 -1.7129 -0.3532
H 1.0734 -2.0207 3.2444
H 2.5332 -2.9345 3.6597
H 0.9640 -3.7210 3.6765
H 3.2288 -1.8542 0.1145
H 3.7960 -3.5000 -0.1304
H 4.1541 -2.6761 1.3790
H 0.9368 -5.8388 1.7395
H 2.6945 -5.7998 1.8055
H 1.8751 -5.7860 0.2458
H -0.5886 -5.4726 -2.5092
H 1.1566 -5.4505 -2.2516
H 0.4918 -5.0617 -3.8342
H -2.1560 -2.8339 -2.9637
H -1.0893 -2.2261 -4.2253
H -1.3706 -1.2656 -2.7708
H 2.7105 -2.7459 -2.3774
H 1.8410 -1.2104 -2.3183
H 1.9465 -2.1132 -3.8325
*
```